Density functional theory data (wB97M-V/def2-TZVPD) for the ion C2H3NO3P with charge -1 at a distorted geometry.

Geometry as XYZ:
```
10
Properties=species:S:1:pos:R:3:forces:R:3
O 2.554007 -0.202161 -1.467097 0.587 0.544 -0.165
C 1.524748 -0.666919 -1.022807 -0.889 -0.693 -0.063
N 0.637002 0.035145 -0.225985 1.190 0.263 -0.622
C -0.269386 -0.680082 0.393902 -0.842 -2.149 -0.223
O -0.499511 -1.900572 0.349281 0.146 0.995 0.283
O -1.128460 0.019104 1.255772 -0.043 -0.612 1.253
P -1.721083 1.542122 1.149673 -0.221 -1.064 4.425
H 1.314907 -1.750675 -1.356194 -0.401 1.106 0.829
H -0.573093 2.225891 1.004484 1.560 1.225 -0.149
H -1.839131 1.378148 -0.081027 -1.085 0.385 -5.567
```
Positions in Å, forces in eV/Å.

For the LUMO energy, the calculation gives 4.1 eV. Its net charge is -1. Its HOMO energy is -4.77 eV. As for the energy above the lowest of the compared OMol25 structures with the same formula, charge and spin: 59.9 kcal per mole.

List of Löwdin charges in e, atom by atom: number 1, O, carries -0.063; number 2, C, carries -0.425; number 3, N, carries 0.076; number 4, C, carries -0.708; number 5, O, carries -0.037; number 6, O, carries -0.445; number 7, P, carries 0.787; number 8, H, carries 0.126; number 9, H, carries -0.138; number 10, H, carries -0.174